Record 1
The following is a quantum chemistry calculation of C9H10BNO4 in the gas phase, from the Open Molecules 2025 dataset.

## Properties
lowest unoccupied orbital energy: -0.0326 hartree
ΔE to the lowest compared entry with this formula, charge and spin: 45.91 kcal per mole
HOMO-LUMO gap: 8.507 eV

Cartesian coordinates (Å):
C1 -0.316 0.632 -2.997
B1 0.595 0.288 -1.753
O1 1.868 -0.150 -1.899
C2 -0.002 0.441 -0.295
C3 -0.751 -0.509 0.279
C4 -1.118 -1.822 -0.339
C5 0.001 -2.789 -0.064
O2 0.726 -3.242 -0.914
C6 -1.251 -0.249 1.670
O3 -2.339 -0.643 2.055
C7 -0.306 0.499 2.524
C8 0.459 1.443 1.970
N1 1.362 2.250 2.658
C9 0.255 1.674 0.499
O4 0.248 2.785 0.008
H1 -1.003 1.430 -2.748
H2 -0.936 -0.244 -3.176
H3 0.243 0.866 -3.895
H4 2.090 -0.080 -2.829
H5 -1.320 -1.759 -1.399
H6 -2.021 -2.178 0.150
H7 0.140 -3.049 0.999
H8 -0.282 0.224 3.565
H9 2.300 2.182 2.294
H10 1.359 2.000 3.635

Atomic partial charges in e from the natural (NBO) method, atoms 1 to 8: number 1, C, carries -0.998; number 2, B, carries 0.983; number 3, O, carries -0.839; number 4, C, carries -0.372; number 5, C, carries -0.012; number 6, C, carries -0.559; number 7, C, carries 0.453; number 8, O, carries -0.506

---

Record 2
The following is a quantum chemistry calculation of a molecular structure, C37H35ClF4N7V at a distorted geometry, from the Open Molecules 2025 dataset.

## Properties
spin multiplicity: 3
lowest unoccupied orbital energy (spin up / spin down): 0.0173 / 0.0171 hartree
ΔE to the lowest compared entry with this formula, charge and spin: 0.00 kcal per mole
HOMO-LUMO gap (spin up / spin down): 7.529 / 7.474 eV

Cartesian coordinates (Å):
V1 -0.578 -0.007 0.555
C1 4.205 -3.507 -3.243
C2 3.390 -2.504 -2.486
C3 3.472 -1.145 -2.771
C4 2.686 -0.233 -2.110
C5 1.767 -0.612 -1.112
N1 0.917 0.277 -0.530
C6 0.922 1.573 -1.024
C7 0.562 1.827 -2.356
C8 0.555 3.096 -2.884
C9 0.919 4.192 -2.106
C10 0.880 5.573 -2.679
C11 1.282 3.965 -0.788
C12 1.318 2.681 -0.250
N2 1.744 2.510 1.077
C13 2.615 3.288 1.764
C14 2.665 2.801 3.048
C15 1.780 1.716 3.046
N3 1.238 1.551 1.855
C16 1.804 -1.974 -0.725
C17 2.569 -2.891 -1.439
N4 1.192 -2.357 0.479
C18 1.562 -3.433 1.219
C19 1.119 -3.229 2.504
C20 0.474 -1.993 2.466
N5 0.492 -1.496 1.233
H1 4.589 -3.071 -4.162
H2 3.601 -4.376 -3.495
H3 5.055 -3.846 -2.649
H4 4.160 -0.795 -3.526
H5 2.778 0.814 -2.358
H6 0.302 0.980 -2.970
H7 0.249 3.242 -3.910
H8 1.251 5.575 -3.701
H9 1.473 6.264 -2.084
H10 -0.146 5.937 -2.704
H11 1.533 4.804 -0.156
H12 3.155 4.094 1.312
H13 3.244 3.168 3.871
H14 1.521 1.067 3.859
H15 2.527 -3.937 -1.178
H16 2.110 -4.259 0.816
H17 1.262 -3.868 3.351
H18 0.038 -1.456 3.286
C21 -3.762 1.486 0.275
N6 -2.377 1.902 0.072
C22 -2.347 2.827 -1.054
C23 -1.856 2.573 1.258
C24 -1.838 1.663 2.497
N7 -1.720 0.259 2.157
C25 -2.147 -0.588 3.103
C26 -2.475 -1.930 2.770
F1 -2.244 -2.316 1.486
C27 -2.995 -2.845 3.655
F2 -3.322 -4.075 3.216
C28 -3.204 -2.524 4.988
C29 -2.838 -1.249 5.378
F3 -2.957 -0.912 6.678
C30 -2.332 -0.316 4.492
F4 -1.950 0.873 5.034
H19 -4.398 2.346 0.532
H20 -3.821 0.748 1.071
H21 -4.152 1.039 -0.639
H22 -3.082 3.635 -0.928
H23 -2.586 2.296 -1.974
H24 -1.360 3.271 -1.150
H25 -2.452 3.475 1.496
H26 -0.844 2.908 1.021
H27 -2.771 1.830 3.057
H28 -1.008 1.994 3.137
H29 -3.617 -3.232 5.683
Cl1 1.079 -4.933 -4.310
C31 0.237 -3.746 -3.372
C32 0.046 -2.472 -3.876
C33 -0.625 -1.542 -3.109
C34 -1.089 -1.837 -1.821
C35 -1.745 -0.828 -0.998
C36 -0.913 -3.150 -1.363
C37 -0.266 -4.096 -2.128
H30 0.407 -2.213 -4.860
H31 -0.824 -0.567 -3.535
H32 -2.618 -1.255 -0.506
H33 -2.048 0.020 -1.620
H34 -1.302 -3.422 -0.394
H35 -0.141 -5.102 -1.762

Atomic partial charges in e from the Mulliken method, atoms 1 to 8: number 1, V, carries 0.356; number 2, C, carries -1.600; number 3, C, carries 0.381; number 4, C, carries -1.418; number 5, C, carries -0.526; number 6, C, carries 1.055; number 7, N, carries 1.445; number 8, C, carries -0.635

---

Record 3
The following is a quantum chemistry calculation of 13 unconnected molecules or ions with the total composition C36H64N13O15 at a distorted geometry, from the Open Molecules 2025 dataset.

## Properties
lowest unoccupied orbital energy: -0.1842 hartree
ΔE to the lowest compared entry with this formula, charge and spin: 102.12 kcal per mole
charge: +1
HOMO-LUMO gap: 4.117 eV

Cartesian coordinates (Å):
C1 1.447 -1.304 0.019
C2 0.335 -1.131 -1.016
C3 -0.890 -2.071 -0.791
C4 -1.692 -1.656 0.265
C5 -2.202 -0.239 0.087
C6 -1.122 0.857 0.013
N1 -0.093 0.306 -0.942
O1 0.597 1.208 -1.583
C7 -0.420 1.116 1.322
C8 -1.714 2.112 -0.498
C9 1.004 -1.375 -2.491
H1 2.367 -0.584 -0.002
H2 1.733 -2.427 -0.017
H3 1.177 -1.120 1.148
H4 -0.445 -3.031 -0.801
H5 -1.569 -1.883 -1.697
H6 -1.129 -1.747 1.164
H7 -2.351 -2.250 0.658
H8 -2.885 0.002 0.912
H9 -2.789 -0.499 -0.725
H10 0.041 0.278 1.710
H11 -1.345 1.388 1.979
H12 0.214 1.764 1.151
H13 -2.353 2.031 -1.517
H14 -1.113 2.943 -0.520
H15 -2.600 2.504 0.046
H16 1.386 -2.478 -2.976
H17 2.041 -0.805 -2.371
H18 0.245 -1.082 -3.363
N2 -3.275 -0.530 -3.913
C10 -2.035 -0.955 -4.401
C11 -1.198 0.390 -4.696
C12 -2.068 1.398 -4.325
C13 -3.406 0.771 -3.786
H19 -3.882 -1.162 -3.489
H20 -1.844 -2.148 -4.590
H21 -0.047 0.267 -4.928
H22 -1.873 2.291 -4.182
H23 -4.227 1.200 -3.360
N3 -0.377 -8.372 0.215
C14 -0.593 -8.378 1.655
C15 -0.140 -6.989 2.200
C16 0.348 -6.206 1.067
C17 0.197 -7.117 -0.177
H24 -0.586 -9.038 -0.661
H25 -0.897 -9.226 2.107
H26 0.129 -6.873 3.247
H27 0.643 -5.123 1.033
H28 0.585 -7.114 -1.166
N4 -5.044 2.236 4.610
C18 -3.830 2.427 3.892
C19 -2.704 1.979 4.890
C20 -3.470 1.706 6.193
C21 -4.912 1.850 5.887
H29 -5.937 2.223 4.060
H30 -3.816 2.557 2.938
H31 -1.761 1.955 4.691
H32 -3.185 1.620 7.221
H33 -5.918 1.637 6.485
N5 2.870 5.074 5.384
C22 2.944 4.567 4.082
C23 2.102 3.389 3.876
C24 1.561 3.129 5.286
C25 2.106 4.261 6.175
H34 3.295 5.949 5.807
H35 3.526 5.070 3.308
H36 2.059 2.785 2.854
H37 1.114 2.241 5.781
H38 1.901 4.204 7.297
N6 -1.366 -4.439 -5.495
C26 -2.540 -4.945 -5.034
C27 -2.135 -5.410 -3.497
C28 -0.843 -4.741 -3.206
C29 -0.385 -4.165 -4.469
H39 -1.185 -4.161 -6.351
H40 -3.115 -5.317 -5.717
H41 -2.771 -5.942 -2.788
H42 -0.233 -4.486 -2.253
H43 0.475 -3.633 -4.692
C30 1.432 5.926 0.595
N7 2.391 4.857 0.269
O2 2.092 3.641 0.246
O3 3.572 5.257 -0.268
H44 1.262 5.839 1.693
H45 0.415 5.465 0.368
H46 1.451 7.027 0.105
C31 5.025 1.290 -2.576
N8 5.095 -0.173 -2.240
O4 4.496 -0.881 -3.005
O5 5.702 -0.518 -1.280
H47 4.212 1.585 -3.161
H48 5.808 1.613 -3.340
H49 5.135 1.784 -1.555
C32 -1.028 5.697 -3.818
N9 -0.272 5.529 -2.561
O6 0.424 6.519 -2.156
O7 0.236 4.410 -2.418
H50 -1.073 6.711 -4.212
H51 -1.949 5.100 -3.649
H52 -0.434 5.076 -4.474
C33 -5.690 5.801 -1.864
N10 -5.177 4.502 -1.357
O8 -5.516 4.087 -0.288
O9 -4.409 3.821 -2.097
H53 -6.432 6.412 -1.225
H54 -6.027 5.585 -2.740
H55 -4.897 6.367 -1.812
C34 4.227 -3.759 -1.676
N11 3.234 -4.494 -2.421
O10 3.123 -4.083 -3.618
O11 2.317 -5.020 -1.877
H56 3.862 -2.865 -1.349
H57 5.067 -3.640 -2.318
H58 4.377 -4.538 -0.900
C35 1.210 -3.729 4.609
N12 0.914 -2.776 3.473
O12 0.463 -3.274 2.469
O13 1.194 -1.555 3.579
H59 0.410 -3.814 5.495
H60 1.967 -3.259 5.208
H61 1.337 -4.620 4.067
C36 4.423 0.466 3.431
N13 4.278 -0.064 2.032
O14 4.167 0.818 1.177
O15 3.909 -1.265 1.913
H62 5.486 0.584 3.599
H63 3.877 -0.279 4.080
H64 4.184 1.309 3.620

Atomic partial charges in e from the Mulliken method, atoms 1 to 8: number 1, C, carries 0.195; number 2, C, carries 1.665; number 3, C, carries -0.535; number 4, C, carries -1.606; number 5, C, carries -1.402; number 6, C, carries 2.721; number 7, N, carries 1.520; number 8, O, carries -0.450

---

What did the first record say?
The following is a quantum chemistry calculation of C9H10BNO4 in the gas phase, from the Open Molecules 2025 dataset.

## Properties
lowest unoccupied orbital energy: -0.0326 hartree
ΔE to the lowest compared entry with this formula, charge and spin: 45.91 kcal per mole
HOMO-LUMO gap: 8.507 eV

Cartesian coordinates (Å):
C1 -0.316 0.632 -2.997
B1 0.595 0.288 -1.753
O1 1.868 -0.150 -1.899
C2 -0.002 0.441 -0.295
C3 -0.751 -0.509 0.279
C4 -1.118 -1.822 -0.339
C5 0.001 -2.789 -0.064
O2 0.726 -3.242 -0.914
C6 -1.251 -0.249 1.670
O3 -2.339 -0.643 2.055
C7 -0.306 0.499 2.524
C8 0.459 1.443 1.970
N1 1.362 2.250 2.658
C9 0.255 1.674 0.499
O4 0.248 2.785 0.008
H1 -1.003 1.430 -2.748
H2 -0.936 -0.244 -3.176
H3 0.243 0.866 -3.895
H4 2.090 -0.080 -2.829
H5 -1.320 -1.759 -1.399
H6 -2.021 -2.178 0.150
H7 0.140 -3.049 0.999
H8 -0.282 0.224 3.565
H9 2.300 2.182 2.294
H10 1.359 2.000 3.635

Atomic partial charges in e from the natural (NBO) method, atoms 1 to 8: number 1, C, carries -0.998; number 2, B, carries 0.983; number 3, O, carries -0.839; number 4, C, carries -0.372; number 5, C, carries -0.012; number 6, C, carries -0.559; number 7, C, carries 0.453; number 8, O, carries -0.506